Density functional theory data (ωB97M-V/def2-TZVPD) for a structure of composition C33H37BN13O3Sc.

The geometry in ORCA input format:
```
! RIJCOSX wB97M-V def2-TZVPD def2/J DEFGRID3
* xyz 0 1
Sc -1.8813 -0.3045 -0.1160
C -2.5310 1.6821 3.7897
C -2.9280 1.4348 2.4790
N -2.3036 0.3602 1.9964
N -1.5100 -0.1025 2.9838
C -1.6257 0.6727 4.0663
B -0.6997 -1.4095 2.8331
N 0.4410 -1.2174 1.8280
C 1.7567 -1.2187 2.0642
C 2.4118 -0.9921 0.8689
C 1.3866 -0.8506 -0.0623
N 0.1994 -0.9823 0.5250
N -1.6884 -2.4573 2.2677
C -2.1729 -3.5299 2.9069
C -3.1753 -4.0848 2.1350
C -3.2473 -3.2500 1.0207
N -2.3413 -2.2750 1.1008
H -2.8522 2.4750 4.4414
H -3.6375 1.9749 1.8729
H -1.0695 0.4591 4.9640
H -0.2790 -1.7648 3.8910
H 2.1421 -1.3644 3.0589
H 3.4715 -0.9206 0.6987
H 1.4643 -0.6302 -1.1161
H -1.7778 -3.8305 3.8628
H -3.7739 -4.9520 2.3508
H -3.9054 -3.3233 0.1705
C -3.5253 -0.1734 -2.6180
C -3.8659 -0.9103 -1.4684
C -4.2690 0.0216 -0.4638
C -4.1632 1.3117 -1.0279
C -3.6971 1.1888 -2.3396
H -3.2411 -0.5963 -3.5704
H -4.0443 -1.9757 -1.4518
H -4.8245 -0.2222 0.4312
H -4.4490 2.2325 -0.5382
H -3.4896 1.9996 -3.0229
C 0.0384 4.2425 4.5608
C 0.9542 4.7334 3.4425
C 0.6553 4.1303 2.0606
C 1.6510 4.8020 1.0610
C 1.5430 4.4754 -0.4288
C -0.7592 4.4364 1.6266
O -1.4002 5.3993 1.9814
N -1.2729 3.5538 0.6966
C -0.7453 2.2940 0.4466
O -1.3350 1.6081 -0.4619
N 0.2672 1.8344 1.1296
C 0.9164 2.6103 2.0549
O 1.7355 2.1357 2.8196
H 0.4192 4.5630 5.5313
H -0.0047 3.1546 4.5583
H -0.9689 4.6392 4.4390
H 1.9829 4.4663 3.6821
H 0.8876 5.8192 3.3610
H 2.6504 4.5310 1.4079
H 1.5444 5.8815 1.1912
H 1.6417 3.4059 -0.6157
H 2.3472 4.9847 -0.9613
H 0.5999 4.8173 -0.8519
H -2.1689 3.7752 0.2883
C -0.5396 -3.9001 -1.3290
C -0.3620 -2.6916 -2.1770
N -0.8868 -1.5030 -1.9724
C -0.4275 -0.6906 -2.9910
C 0.3776 -1.4024 -3.8162
N 0.4043 -2.6802 -3.2990
C 1.1758 -3.7899 -3.8253
N 2.4451 -3.3440 -4.3046
N 2.7340 -3.3836 -5.6306
N 3.8927 -2.8982 -5.8219
C 4.4206 -2.5008 -4.6113
C 5.6373 -1.8979 -4.2904
C 5.8605 -1.6006 -2.9652
C 4.9094 -1.8936 -1.9711
C 3.7026 -2.4880 -2.2687
C 3.4795 -2.7833 -3.6121
H -1.2113 -3.6644 -0.5117
H 0.4139 -4.2188 -0.8999
H -0.9561 -4.7286 -1.9046
H -0.7081 0.3483 -3.0487
H 0.9111 -1.1249 -4.7091
H 0.6716 -4.2633 -4.6674
H 1.3124 -4.5209 -3.0295
H 6.3629 -1.6758 -5.0609
H 6.7876 -1.1251 -2.6735
H 5.1355 -1.6434 -0.9428
H 2.9727 -2.7035 -1.4978
*
```

HOMO-LUMO gap in eV: 7.931
E_HOMO in eV: -7.8
LUMO energy in eV: 0.08
Max |F| in eV/Å: 1.41

=====

Density functional theory data (ωB97M-V/def2-TZVPD) for a cluster of 5 separate species, C23H39FO15 in total.

The geometry in ORCA input format:
```
! RIJCOSX wB97M-V def2-TZVPD def2/J DEFGRID3
* xyz 0 1
C -5.9300 1.0755 -0.7598
C -4.9206 1.9204 0.1135
C -4.6064 1.1379 1.4234
F -5.2096 -0.1350 1.4249
C -3.1045 0.9266 1.7762
C -2.8489 1.6511 3.1613
O -2.1792 1.4699 0.8492
C -1.2134 0.5294 0.4168
C 0.1060 0.5399 1.2611
O 0.7908 -0.6867 0.9316
C 0.6001 -1.5960 2.0308
C -0.7974 0.7907 -1.0883
C -1.6565 -0.1938 -1.9634
C -1.3593 -0.0857 -3.4968
O -3.0351 0.1306 -1.7388
H -6.8465 0.8209 -0.1841
H -6.2618 1.7054 -1.6114
H -5.4760 0.1159 -1.0631
H -5.4799 2.8435 0.3931
H -4.0469 2.2467 -0.4734
H -5.0933 1.6820 2.2614
H -2.9425 -0.1524 1.9800
H -1.8585 1.4162 3.5876
H -3.6418 1.2586 3.8436
H -3.0450 2.7389 3.0567
H -1.5733 -0.5262 0.4289
H -0.0632 0.6293 2.3554
H 0.8039 1.3570 0.9755
H 1.3122 -1.2859 2.8315
H 0.7788 -2.6294 1.6885
H -0.4235 -1.5201 2.4644
H -1.1453 1.8193 -1.3381
H 0.2844 0.6481 -1.2587
H -1.5024 -1.2308 -1.6095
H -0.7268 0.7762 -3.7747
H -0.8080 -1.0041 -3.8103
H -2.3252 -0.1141 -4.0383
H -3.0941 1.0855 -1.8360
O 0.1773 -2.6159 4.9328
C 0.4271 -3.7686 4.7864
O 0.6828 -4.3590 3.5875
C 1.1592 -5.6777 3.8558
C 0.5886 -5.9661 5.2169
O 0.4943 -4.6681 5.7987
H 0.8104 -6.3773 3.0979
H 2.2520 -5.6661 3.8521
H -0.4109 -6.4053 5.1680
H 1.2303 -6.6128 5.8130
O 7.4984 -1.0561 2.5787
C 6.4078 -0.7647 2.2041
O 5.8328 -1.2443 1.0743
C 4.4598 -0.8458 1.0889
C 4.4769 0.3611 1.9821
O 5.5803 0.0933 2.8504
H 4.1101 -0.6154 0.0843
H 3.8573 -1.6611 1.4978
H 4.6746 1.2852 1.4330
H 3.5536 0.4764 2.5480
O 4.9789 0.7289 -1.9383
C 6.1030 1.0835 -1.7924
O 7.1400 0.6853 -2.5679
C 8.2667 1.4908 -2.2251
C 7.9422 1.9342 -0.8248
O 6.5148 1.9376 -0.8218
H 9.1877 0.9130 -2.2799
H 8.3296 2.3271 -2.9261
H 8.2960 1.2286 -0.0687
H 8.3336 2.9240 -0.5958
O -2.1334 2.8439 -4.5545
C -3.1589 2.4981 -5.0475
O -4.3662 3.0522 -4.7699
C -5.3024 2.5345 -5.7132
C -4.6663 1.2372 -6.1316
O -3.2750 1.5000 -5.9584
H -6.2795 2.3946 -5.2534
H -5.3973 3.2414 -6.5413
H -4.9516 0.4029 -5.4854
H -4.8863 0.9754 -7.1654
*
```

HOMO-LUMO gap in eV: 9.512
E_HOMO in eV: -9.0
LUMO energy in eV: 0.52
Max |F| in eV/Å: 2.35

=====

Density functional theory data (ωB97M-V/def2-TZVPD) for a structure of composition C24H42Cl3HgN4O3SSi.

The geometry in ORCA input format:
```
! RIJCOSX wB97M-V def2-TZVPD def2/J DEFGRID3
* xyz -1 1
C 2.2606 -3.1452 -6.9526
C 2.0310 -2.0635 -8.0051
H 1.5111 -3.9645 -7.1041
H 2.1902 -2.7815 -5.9043
H 3.2607 -3.6335 -7.0797
C 1.7427 -2.3595 -9.2767
C 1.7584 -3.7236 -9.8351
H 1.5657 -1.5207 -9.9436
H 1.0685 -4.3942 -9.2906
H 2.7734 -4.1689 -9.8126
H 1.4261 -3.6389 -10.8809
Hg 2.7980 0.0769 -4.4378
Cl 4.1278 1.8361 -5.2930
Cl 3.0801 -1.8773 -3.0287
C 0.1466 3.8474 -1.5785
O -0.2165 2.9237 -0.8438
N -0.6889 4.4466 -2.4504
C -2.0759 4.0048 -2.5267
C -0.1978 5.4161 -3.4159
H 1.1808 4.2521 -1.6033
H -2.4319 3.7403 -1.5247
H -2.1788 3.1198 -3.1799
H -2.6603 4.8334 -2.9429
H 0.7081 5.8804 -3.0067
H -0.9697 6.1766 -3.5833
H 0.0522 4.9425 -4.3794
H 0.1112 -3.4959 -1.6768
H -0.6585 -3.1923 -4.2389
C -0.8538 -4.0162 -1.5443
C -1.4944 -3.8481 -3.9341
N -1.8289 -3.5843 -2.5449
H -1.2455 -3.8070 -0.5414
C -2.8737 -2.7528 -2.2459
O -3.7249 -2.3980 -3.0861
H -2.3693 -3.6564 -4.5683
H -2.8819 -2.4529 -1.1655
H -0.6618 -5.0974 -1.6507
H -1.1571 -4.8900 -4.0471
O 2.0888 -0.4516 -6.4950
C 2.2239 -0.5660 -7.7875
C -0.0023 0.1863 -8.7687
C 1.3190 0.4960 -8.4396
H -0.4015 -0.8214 -8.5157
C -0.7237 1.1433 -9.4866
H 3.2673 -0.2337 -7.8200
C 1.7448 1.8353 -8.3635
H -1.6979 0.8596 -9.8581
C -0.1904 2.4122 -9.6746
C 1.0210 2.7571 -9.1063
H 2.6392 2.0750 -7.7638
H -0.7358 3.1290 -10.2733
H 1.4142 3.7640 -9.1942
Si -1.5563 0.8012 -4.2113
Cl -2.3794 0.7743 -2.4748
C -1.8282 -0.7487 -5.4918
C -0.7077 2.1152 -5.3822
C 0.7926 0.5410 -3.4941
H -2.2654 -0.2478 -6.3737
H -2.6283 -1.4824 -5.2704
H -1.0260 -1.3807 -5.9306
H 0.9993 -0.5125 -2.9413
H -0.9232 0.4200 -2.9311
H 1.3355 1.3158 -2.8074
H -0.7965 1.8722 -6.4551
H 0.3495 2.4140 -5.2536
H -1.2734 3.0350 -5.2285
C -1.3710 -1.1876 3.5238
N -0.5705 -0.1447 2.9228
C 0.4811 0.5613 3.4644
C 0.8493 1.5078 2.5492
N -0.0222 1.3702 1.4692
C -0.9966 0.4050 1.7283
S -2.4591 -0.0115 1.0592
H -2.4252 -0.8654 3.5629
H -1.3363 -2.0829 2.8827
H -0.9794 -1.3901 4.5159
H 0.8565 0.3203 4.4528
H 1.6118 2.2416 2.5801
H -0.0097 1.9734 0.6325
*
```

HOMO-LUMO gap in eV: 5.958
E_HOMO in eV: -4.0
LUMO energy in eV: 1.96
Max |F| in eV/Å: 9.65

=====

Density functional theory data (ωB97M-V/def2-TZVPD) for a structure of composition C21H18HgN5O.

The geometry in ORCA input format:
```
! RIJCOSX wB97M-V def2-TZVPD def2/J DEFGRID3
* xyz 0 2
Hg -0.0187 -0.4038 -0.2237
O -1.1396 0.3071 3.8864
C -1.0835 0.0880 2.6739
N 0.0393 -0.1284 1.9733
C 1.2778 -0.0212 2.6581
C 2.4480 -0.0472 1.6940
C 3.7421 -0.0004 2.2126
C 4.8262 -0.0101 1.3636
C 4.6090 -0.0691 -0.0088
C 3.3092 -0.1186 -0.4549
N 2.2533 -0.1083 0.3726
C -2.3645 0.0636 1.8471
C -3.5735 0.0253 2.3982
C -4.8394 0.0250 1.5905
C -4.9482 0.0899 -0.6256
C -3.5262 0.1148 -1.2388
N -2.2128 0.0841 0.4306
H 1.4245 -0.8280 3.3883
H 1.3335 0.9071 3.2413
H 3.8712 0.0443 3.2867
H 5.8333 0.0262 1.7595
H 5.4286 -0.0802 -0.7134
H 3.0862 -0.1700 -1.5129
H -3.6288 0.0111 3.4808
H -5.6990 0.0138 2.2568
H -5.7455 0.1044 -1.3642
H -3.4633 0.1404 -2.3262
N -1.6732 1.8745 -1.1139
C -2.7702 1.1930 -0.4328
C -3.7710 2.0070 0.2896
C -4.9756 1.1777 0.4845
C -4.9667 -1.0502 0.4380
C -3.7726 -1.8912 0.1494
C -3.5485 -3.2009 0.3298
C -2.3314 -3.7944 -0.1594
C -1.4607 -3.0123 -0.8447
N -1.6259 -1.6805 -1.1104
C -2.7585 -1.0205 -0.4923
H -1.4567 2.7522 -0.6544
H -1.9383 2.0913 -2.0669
H -3.4930 2.8338 0.9351
H -5.9040 1.7362 0.5998
H -5.8925 -1.6195 0.5056
H -4.2989 -3.8286 0.8006
H -2.1371 -4.8509 -0.0470
H -0.5626 -3.4480 -1.2705
*
```

HOMO-LUMO gap (alpha / beta) in eV: 6.607 / 6.600
E_HOMO (alpha / beta) in eV: -6.6 / -6.7
LUMO energy (alpha / beta) in eV: 0.04 / -0.06
Max |F| in eV/Å: 0.64